Entry 1:
{"formula": "CH5N3O", "method": "the ωB97M-V functional and the def2-TZVPD basis", "multiplicity": 1, "smiles": "N/N=C/NO", "gap_ev": 9.11, "total_energy_ha": -280.429031, "e_homo_ev": -8.46, "de_lowest_kcal_mol": 110.1, "total_charge": 0, "symbols": ["C", "H", "H", "H", "H", "H", "N", "N", "N", "O"], "positions_angstrom": [[0.08224, -0.26909, 0.46778], [-3.01359, -0.22890, -0.57276], [-1.80059, 1.23404, 0.06960], [0.06887, 0.50315, 1.33036], [1.21750, -1.14497, -0.85355], [2.86578, 0.49881, 0.18167], [-1.96710, 0.20293, -0.03074], [-0.83089, -0.48111, -0.41469], [1.26480, -0.77594, 0.18647], [2.11298, 0.46108, -0.36414]], "forces_ev_per_angstrom": [[-2.109, 2.595, 0.082], [4.714, 2.438, 1.959], [-0.860, -1.499, -0.546], [-0.448, -1.534, -1.302], [-0.252, 0.040, 3.031], [1.497, -0.207, 1.321], [-4.769, -0.951, -1.708], [-0.701, 0.780, 1.704], [5.473, -0.664, -4.380], [-2.546, -1.000, -0.163]]}

Entry 2:
{"formula": "H26NeO13", "method": "the ωB97M-V functional and the def2-TZVPD basis", "multiplicity": 1, "gap_ev": 9.18, "total_energy_ha": -1122.658379, "e_homo_ev": -10.01, "de_lowest_kcal_mol": 26.2, "total_charge": 0, "symbols": ["Ne", "O", "H", "H", "O", "H", "H", "O", "H", "H", "O", "H", "H", "O", "H", "H", "O", "H", "H", "O", "H", "H", "O", "H", "H", "O", "H", "H", "O", "H", "H", "O", "H", "H", "O", "H", "H", "O", "H", "H"], "positions_angstrom": [[17.93802, -14.01219, -19.36823], [20.67212, -14.21879, -17.91997], [21.55066, -13.93568, -18.17343], [20.12335, -13.44578, -18.05237], [14.97704, -14.15387, -19.27367], [15.15166, -14.97710, -19.72978], [15.20375, -13.47474, -19.90899], [18.67418, -13.72150, -22.60667], [17.91815, -14.04741, -23.09495], [18.32720, -13.00207, -22.07916], [16.45964, -14.67358, -16.26097], [15.76187, -14.96257, -16.84905], [17.23327, -15.15710, -16.55069], [18.25750, -17.88335, -18.97031], [17.38398, -17.71493, -19.32360], [18.39896, -17.18134, -18.33517], [15.93601, -15.60354, -21.83305], [15.24834, -15.10766, -22.27740], [15.68283, -16.51964, -21.94659], [18.79381, -15.95627, -16.90854], [19.25578, -16.34227, -16.16434], [19.41448, -15.32709, -17.27615], [17.68480, -11.49932, -21.41612], [18.33745, -10.92473, -21.01597], [17.33534, -10.99198, -22.14873], [19.08751, -11.61493, -18.04170], [19.06245, -10.91343, -18.69247], [19.37736, -11.18542, -17.23688], [20.47079, -15.86097, -22.35321], [20.02858, -15.04891, -22.10574], [21.30106, -15.83668, -21.87750], [14.99356, -11.93080, -21.03422], [15.92711, -11.89681, -21.24295], [14.82846, -11.12710, -20.54124], [16.94347, -11.96749, -16.03472], [16.60344, -12.84681, -15.86913], [17.37729, -12.03420, -16.88535], [14.28866, -12.69620, -17.14109], [14.49405, -13.26493, -17.88311], [15.13965, -12.37761, -16.84015]], "forces_ev_per_angstrom": [[0.025, -0.025, -0.019], [0.061, -0.110, 0.056], [0.245, -0.148, -0.013], [-0.355, 0.563, -0.121], [0.017, -0.595, 0.218], [0.114, -0.273, -0.170], [-0.144, 0.564, -0.367], [0.344, -0.139, -0.262], [-0.096, -0.410, -0.078], [-0.058, 0.215, 0.241], [-0.496, 0.183, 0.281], [-0.398, 0.156, -0.099], [0.709, -0.333, -0.018], [-0.041, -0.441, -0.331], [-0.138, -0.012, -0.129], [0.169, 0.356, 0.457], [0.156, 0.197, 0.237], [-0.299, 0.170, -0.137], [0.037, -0.329, -0.102], [-0.474, -0.372, 0.081], [0.030, -0.194, 0.243], [0.658, 0.346, -0.342], [-0.024, 0.182, 0.172], [0.202, 0.107, 0.144], [0.047, 0.293, -0.497], [0.067, -0.330, -0.205], [-0.017, 0.154, -0.103], [0.064, 0.148, 0.459], [0.324, -0.365, -0.071], [-0.501, 0.391, -0.113], [0.186, -0.156, 0.082], [-0.357, -0.307, -0.292], [0.307, 0.008, 0.234], [-0.206, 0.159, 0.282], [0.033, 1.019, 0.177], [0.110, -0.913, 0.154], [0.131, -0.145, -0.282], [-0.569, 0.386, 0.336], [-0.048, -0.337, -0.304], [0.187, 0.338, 0.198]]}

Maximum force: 7.04, 1.03 (eV Å⁻¹)